a) {
  "formula": "C4H8NO2",
  "method": "ωB97M-V/def2-TZVPD",
  "species": ["O", "C", "N", "C", "C", "C", "O", "H", "H", "H", "H", "H", "H", "H", "H"],
  "coordinates": [[3.3700, 0.5467, -0.1944], [2.2788, 0.0468, -0.5115], [1.0515, 0.0265, 0.0742], [0.0385, -0.7985, -0.6986], [-1.3629, -0.0281, -0.6150], [-2.1169, -0.2562, 0.7911], [-3.0123, 0.6572, 1.0470], [2.3070, -0.8397, -1.1485], [1.0364, 0.5041, 0.9774], [0.3142, -0.7744, -1.7833], [-0.0517, -1.8094, -0.2042], [-1.9347, 0.0253, -1.4913], [-1.1786, 1.0130, -0.1806], [-1.2457, -0.3674, 1.6008], [-2.4946, -1.3524, 1.0929]],
  "mulliken_charge": [-0.55, -0.01, -0.07, -0.49, -0.56, -0.34, -0.36, 0.27, 0.21, 0.44, 0.24, 0.43, 0.25, 0.22, 0.31],
  "spin_multiplicity": 2
}

***

b) {
  "formula": "C4H8NO2",
  "method": "ωB97M-V/def2-TZVPD",
  "species": ["O", "C", "N", "C", "O", "C", "C", "H", "H", "H", "H", "H", "H", "H", "H"],
  "coordinates": [[-0.8124, 1.5626, -1.2101], [-0.4000, 0.6726, -0.4289], [-1.0353, 0.2719, 0.7982], [-1.7856, -0.9277, 1.8681], [-2.5835, -0.7475, 2.8878], [1.0573, 0.4511, -0.4170], [1.6211, -0.1516, -1.7214], [-1.2471, 1.1525, 1.3058], [-2.2287, -1.4099, 0.9303], [-0.7383, -1.4743, 2.0167], [1.3858, -0.0368, 0.4506], [1.5471, 1.4469, -0.4268], [2.6183, 0.1535, -1.7427], [1.5300, -1.3096, -1.7452], [1.0713, 0.3462, -2.5653]],
  "mulliken_charge": [-0.52, 0.33, -0.29, -0.02, -0.43, -0.23, -1.00, 0.23, 0.25, 0.24, 0.32, 0.22, 0.33, 0.27, 0.29],
  "spin_multiplicity": 2
}

***

Q: What are the energies relative to the best structure? A: a) 0.0; b) 24.7, in kcal/mol.

***

a) {
  "formula": "C4H6BrNS",
  "method": "ωB97M-V/def2-TZVPD",
  "species": ["C", "C", "C", "C", "N", "S", "Br", "H", "H", "H", "H", "H", "H"],
  "coordinates": [[-0.3676, 1.5335, 0.8095], [0.2993, 2.0270, -0.1985], [-0.3706, 0.0474, 0.7011], [0.5717, -1.7427, -0.5788], [0.5548, -0.3759, -0.2462], [1.1329, 0.8407, -1.2491], [-2.4038, -0.5093, -0.1268], [-1.1346, 2.1134, 1.3227], [0.6406, 3.0098, -0.3747], [-0.4267, -0.5695, 1.7882], [-0.1781, -2.1152, 0.0453], [0.2156, -1.8742, -1.5702], [1.4665, -2.3851, -0.3225]],
  "mulliken_charge": [-0.56, -0.19, -0.11, -0.90, 0.08, -0.03, -0.34, 0.32, 0.38, 0.29, 0.38, 0.41, 0.26],
  "smiles": "CN1SC=C[C@H]1Br"
}

***

b) {
  "formula": "C4H6BrNS",
  "method": "ωB97M-V/def2-TZVPD",
  "species": ["C", "C", "C", "C", "N", "S", "Br", "H", "H", "H", "H", "H", "H"],
  "coordinates": [[1.4006, -2.3414, 0.0267], [0.1537, -1.8216, -0.3396], [-1.2911, 0.2041, -0.3465], [0.1061, 2.5688, 0.2059], [0.0464, -0.4518, -0.3969], [-1.5019, 1.9171, -0.3247], [-3.0042, -0.5710, -0.0802], [1.4058, -3.3904, 0.3699], [2.2895, -1.6609, 0.1461], [-0.5562, -2.5299, -0.1294], [0.8392, 1.7226, 0.2895], [-0.1519, 3.0717, 1.1529], [0.2638, 3.2825, -0.5736]],
  "mulliken_charge": [-0.64, -0.02, 0.35, -0.64, -0.44, -0.08, -0.10, 0.24, 0.25, 0.30, 0.28, 0.24, 0.26]
}

***

Q: What are the energies relative to the best structure? A: a) 0.0; b) 24.2, in kcal/mol.

***

a) {
  "formula": "C8H19N2OP2",
  "method": "ωB97M-V/def2-TZVPD",
  "species": ["C", "C", "C", "C", "C", "C", "C", "C", "N", "N", "O", "P", "P", "H", "H", "H", "H", "H", "H", "H", "H", "H", "H", "H", "H", "H", "H", "H", "H", "H", "H", "H"],
  "coordinates": [[1.8064, -0.6925, -1.0962], [-0.1893, 1.4467, -0.3486], [1.9252, -2.1624, -1.0634], [-0.8062, 2.8203, -0.5587], [-3.0482, -1.6600, 0.8489], [-2.8817, -1.0369, -0.6171], [-2.3795, 0.4193, -0.5360], [2.1304, 0.0766, 0.1260], [-0.9794, 0.3817, -0.3181], [1.1378, 1.5009, -0.0484], [1.1201, -0.1677, -1.9674], [3.8102, 0.8227, 0.1079], [1.7822, -0.6662, 1.8453], [2.0010, -2.4599, -0.1092], [1.1542, -2.6453, -1.6674], [2.9044, -2.4555, -1.4913], [-1.8569, 2.6819, -0.8175], [-0.6826, 3.5370, 0.3436], [-0.3434, 3.2587, -1.4366], [-3.5489, -0.9098, 1.5038], [-3.6595, -2.5590, 0.8510], [-2.0307, -1.8649, 1.2897], [-3.8410, -1.0293, -1.1512], [-2.2392, -1.5702, -1.2302], [-2.5426, 0.9261, -1.5514], [-2.6956, 0.9872, 0.4413], [-0.5326, -0.4284, -0.0373], [1.5416, 2.3606, -0.1395], [3.9365, 0.8608, 1.5661], [4.4504, -0.3855, 0.2434], [1.2474, 0.5656, 2.3658], [0.5127, -1.2143, 1.4323]],
  "mulliken_charge": [0.25, 0.90, -1.32, -1.50, -0.91, -0.96, -0.60, 0.33, 0.34, -0.17, -0.52, -0.13, 0.11, 0.46, 0.36, 0.36, 0.42, 0.31, 0.41, 0.28, 0.35, 0.20, 0.39, 0.40, 0.45, 0.38, -0.18, 0.28, 0.10, 0.09, 0.11, -0.01],
  "total_charge": 1,
  "smiles": "CCCN/C(C)=[NH+]\\C(P)(P)C(C)=O"
}

***

b) {
  "formula": "C8H19N2OP2",
  "method": "ωB97M-V/def2-TZVPD",
  "species": ["C", "C", "C", "C", "C", "C", "C", "C", "N", "N", "O", "P", "P", "H", "H", "H", "H", "H", "H", "H", "H", "H", "H", "H", "H", "H", "H", "H", "H", "H", "H", "H"],
  "coordinates": [[1.8102, -1.3679, -0.3879], [-0.1510, 1.1944, 0.0885], [2.6638, -2.4088, -0.8944], [-0.5313, 2.5709, 0.2407], [-2.4326, -1.0049, 2.6718], [-3.0258, -0.6412, 1.3448], [-2.4143, 0.5083, 0.5243], [1.9894, 0.0208, -0.8214], [-1.0410, 0.2600, 0.2846], [1.1597, 0.9745, -0.1015], [0.8802, -1.6941, 0.3658], [1.3682, -0.0891, -3.0930], [3.5886, 0.7366, -1.5466], [2.7039, -3.2354, -0.2063], [2.3685, -2.8938, -1.8227], [3.6305, -2.0299, -1.3100], [-1.0205, 2.7999, 1.2823], [0.2852, 3.2320, 0.2294], [-1.2913, 2.9227, -0.6422], [-2.8596, -0.5718, 3.5424], [-2.6724, -1.9889, 2.9097], [-1.3288, -1.0718, 2.6248], [-4.1311, -0.3338, 1.4383], [-3.0008, -1.5933, 0.6931], [-2.9149, 0.4555, -0.4622], [-2.6500, 1.5405, 0.9678], [-0.6923, -0.6522, 0.2575], [1.6780, 1.6920, 0.3356], [0.6093, -1.3258, -2.7730], [0.2670, 0.7956, -2.9175], [3.0228, 1.7426, -2.3953], [4.1325, 1.4562, -0.4275]],
  "mulliken_charge": [0.92, 0.94, -1.28, -1.62, -1.15, -0.42, -0.62, -0.67, 0.21, 0.02, -0.69, 0.11, -0.02, 0.38, 0.31, 0.36, 0.32, 0.45, 0.32, 0.36, 0.39, 0.24, 0.32, 0.30, 0.24, 0.43, 0.22, 0.30, 0.10, 0.08, 0.10, 0.07],
  "total_charge": 1
}

***

Q: What are the energies relative to the best structure? A: a) 0.0; b) 8.1, in kcal/mol.